Record 1
A 16-piece molecular cluster, C59H150BN10O28 overall at a distorted geometry, computed with the ωB97M-V functional and the def2-TZVPD basis.

**E_tot**: -5016.8192 Eh
**Lowest unoccupied orbital energy**: 1.7022 eV
**Charge**: -1
**E_HOMO**: -6.249 eV
**Kohn-Sham gap**: 0.2922 hartree

Atoms and positions in Å:
O 15.64 21.13 -1.28
H 11.41 33.01 -4.60
H 7.98 23.02 8.65
H 8.89 19.14 2.93
C 9.38 21.61 5.31
H 14.97 22.23 4.19
N 6.59 22.56 -3.02
H 0.41 21.45 0.89
C 14.01 15.63 2.16
C 8.97 21.05 9.00
H 17.05 22.19 7.14
C 18.14 21.72 5.25
O 8.91 21.33 -4.51
O 12.13 20.89 0.97
H 11.24 35.60 -3.93
H 14.90 15.68 2.79
H 15.34 23.20 -0.86
C 5.47 17.23 0.21
H 7.09 17.35 -1.68
O 12.25 34.02 -3.02
C 12.83 20.26 1.94
H 8.92 27.14 -2.93
O 9.02 11.90 2.14
H 13.48 20.53 -3.44
H 12.40 21.55 -1.52
O 21.19 21.33 9.27
H 19.11 22.08 4.91
H 14.87 27.12 6.59
H 5.28 24.46 -1.50
H 14.76 16.00 -4.34
N 9.25 14.52 -0.70
C 14.24 16.95 -4.27
H 5.52 21.73 1.23
C 10.24 30.95 -1.16
O 15.32 14.99 0.24
O 7.33 18.03 2.58
H 13.97 25.84 -0.79
C 8.69 24.49 -6.18
C 6.40 24.00 -3.37
C 6.94 25.06 1.37
H 11.49 29.25 -1.82
N 18.85 21.15 7.59
C 13.67 27.57 3.49
H 13.42 15.74 0.08
H 15.67 21.25 5.53
C 5.49 20.84 0.59
H 19.91 19.78 9.73
H 9.66 19.76 7.25
C 19.98 20.87 9.81
C 15.27 18.09 -4.37
O 10.17 27.45 3.44
H 13.42 16.73 3.60
H 12.42 31.64 -2.08
O 10.33 17.41 -1.17
H 13.03 14.28 3.57
H 6.19 25.58 0.78
C 6.21 24.69 -2.02
H 10.52 15.92 -2.62
H 13.48 22.63 -2.52
O 9.73 21.53 1.12
H 8.54 20.18 -2.80
H 11.20 14.10 -1.04
H 15.73 19.58 -0.03
H 11.68 22.57 -2.78
C 10.94 16.16 -1.64
H 8.49 24.36 -3.51
H 13.36 24.96 3.06
C 7.91 19.33 2.49
H 12.38 23.61 6.42
H 22.44 19.57 9.19
C 12.20 20.88 3.30
H 12.67 19.08 -5.09
H 8.95 14.54 1.40
C 0.49 20.53 0.31
C 13.66 25.09 2.02
C 16.63 15.39 0.63
C 9.36 22.35 0.16
H 5.24 16.21 0.50
O 13.15 17.04 -5.17
N 15.03 19.15 -3.38
H 9.58 21.02 10.92
H 9.58 13.50 3.42
H 12.68 36.02 -3.07
H 7.31 22.54 -2.31
H 12.33 14.21 1.93
H 17.81 21.34 9.40
C 9.37 20.60 -3.37
H 8.03 20.52 9.14
O 17.11 22.43 4.56
H 3.29 21.94 -1.47
H 14.09 27.26 -2.54
H 19.90 21.04 10.88
H 9.25 31.12 -0.74
O 1.76 20.65 -0.40
H 10.65 29.01 -0.37
O 11.34 21.73 2.97
H 10.30 32.75 -2.25
C 7.65 17.09 1.50
O 7.77 23.75 -5.38
C 11.07 18.14 -0.19
H 14.72 16.83 0.42
H 10.61 27.32 -2.61
H 12.15 18.16 -0.37
H 5.86 25.09 3.03
H 9.35 27.23 3.89
H 10.73 25.51 2.77
H 18.16 20.67 4.99
H 13.40 17.56 2.24
H 12.78 26.94 3.60
O 6.74 25.34 2.73
H 11.78 30.82 -3.63
H 10.70 21.37 9.89
H 4.98 17.64 -0.67
H 9.52 26.86 -1.25
O 12.63 20.99 -3.42
H 8.60 21.96 4.64
O 8.74 21.32 6.54
H 19.02 22.66 9.10
H 9.89 21.28 -2.69
C 10.66 14.97 -0.67
H 5.53 24.06 -4.02
H 11.21 26.87 1.75
C 18.80 21.59 9.01
H 11.30 18.08 -5.49
H 15.12 17.84 -1.62
N 7.57 16.95 -0.89
H 13.77 22.77 5.76
C 14.32 27.40 2.11
H 5.79 22.41 -2.42
H 19.82 21.11 7.31
N 4.24 22.02 -1.13
C 12.09 32.88 -3.76
H 7.14 18.63 -0.08
C 12.22 18.10 -4.90
C 14.05 27.17 5.88
H 12.86 25.27 1.31
C 12.57 22.02 -2.48
C 8.66 22.51 9.33
H 8.26 22.69 10.33
H 5.03 17.79 1.04
H 12.61 26.97 -0.88
C 9.72 12.43 3.27
H 14.10 19.76 -0.72
C 10.44 23.42 0.02
H 10.81 12.40 3.20
O 14.76 26.01 1.86
H 13.84 13.48 2.28
H 7.48 20.09 3.13
H 9.80 20.68 4.91
H 8.73 16.99 1.48
C 9.58 20.80 7.58
C 13.24 14.36 2.51
C 10.53 29.47 -1.35
C 2.88 20.75 0.45
C 8.77 13.83 0.59
C 14.33 15.85 0.67
H 12.54 25.18 -1.38
C 7.62 24.44 -4.17
H 15.58 19.92 -3.73
H 11.04 15.13 0.34
H 10.71 19.17 -0.21
C 13.09 26.13 -1.37
H 15.29 18.51 -5.38
H 6.34 20.85 -0.09
H 13.51 28.08 6.15
H 12.20 26.03 5.46
H 12.77 26.21 7.11
C 15.29 22.20 -0.43
H 13.57 27.65 1.36
H 12.02 16.23 -1.80
O 8.33 22.33 -0.54
H 7.91 25.34 0.98
H 16.53 18.55 -2.09
O 12.49 20.56 4.45
C 15.86 21.72 4.56
H 2.83 21.55 1.18
H 4.11 22.77 -0.46
H 10.56 21.27 7.44
O 13.42 26.58 -2.66
H 9.68 21.80 -4.86
H 22.29 20.51 10.71
H 9.58 26.33 1.71
H 14.02 24.08 1.80
C 15.16 19.86 -0.92
C 9.39 12.43 0.86
H 16.00 22.26 0.40
H 9.02 11.73 0.11
H 8.27 25.35 -6.70
C 9.63 27.45 -2.15
C 6.97 17.60 0.20
H 9.11 23.84 -6.95
C 18.07 22.13 6.76
H 11.91 18.03 -3.86
H 4.26 19.89 -0.92
C 22.32 20.56 9.63
H 9.44 11.94 4.20
H 13.47 28.63 3.62
C 10.42 26.48 2.39
H 8.73 15.38 -0.80
H 15.93 20.91 3.83
N 10.32 31.76 -2.44
H 13.09 32.69 -4.16
N 13.13 16.68 2.64
C 13.09 26.00 6.09
H 7.44 25.51 -4.31
H 7.03 24.51 -1.32
H 9.58 23.08 9.23
H 12.67 23.70 4.73
H 13.84 16.88 -3.26
H 8.49 17.35 -1.01
H 16.83 15.21 1.69
O 11.32 23.17 1.01
H 6.21 25.78 -2.01
H 10.06 19.82 -3.71
H 16.24 17.69 -4.06
H -0.32 20.42 -0.41
C 15.46 18.78 -2.04
H 2.93 19.81 0.99
H 12.85 35.27 -4.60
H 7.69 13.68 0.56
H 6.81 23.98 1.28
O 13.72 19.42 1.87
C 4.19 20.80 -0.33
H 16.91 16.38 0.27
H 14.26 22.10 -0.10
H 17.25 14.73 0.03
H 10.48 12.50 0.84
H 7.26 16.12 1.82
H 10.91 17.65 0.77
C 11.74 31.65 -2.93
N 14.65 27.22 4.58
H 10.15 22.38 5.33
H 5.58 19.99 1.27
H 18.58 23.08 6.92
H 0.52 19.64 0.94
H 8.08 19.63 1.45
B 11.14 21.82 1.51
H 10.91 31.33 -0.39
H 9.48 24.89 -5.54
O 9.38 28.87 -1.93
N 9.94 20.71 10.02
C 12.24 35.24 -3.70
O 13.88 24.84 5.94
H 15.15 28.10 2.01
C 13.18 23.68 5.69
H 23.27 20.99 9.33
O 10.31 24.43 -0.75
H 15.01 26.30 4.36

Record 2
C59H38F15GeKO2P2S5 as an isolated structure at a distorted geometry, computed with the ωB97M-V functional and the def2-TZVPD basis.

**E_tot**: -9270.1125 Eh
**Relative energy (zero: lowest compared OMol25 entry of this formula, charge and spin)**: 135.2 kJ/mol
**Lowest unoccupied orbital energy**: 3.4130 eV
**Charge**: -2
**E_HOMO**: -1.738 eV
**Kohn-Sham gap**: 0.1893 hartree

Atoms and positions in Å:
F -2.98 -8.44 2.93
C -0.76 -2.63 -4.93
H -5.83 1.66 -3.80
C 3.34 -1.37 3.39
H -5.02 0.91 5.67
F -3.02 -5.94 4.03
C 0.95 2.24 3.10
C -3.79 2.03 -4.25
H -0.06 0.06 -4.53
F 6.31 -6.73 -0.98
C -0.03 -5.69 1.93
H -0.77 6.62 3.26
C -5.12 1.87 -4.58
C -3.79 3.09 3.38
H 1.77 1.59 6.83
H -1.87 7.10 -0.84
F 3.69 -0.91 5.69
H 2.39 -0.62 -2.06
H -0.34 0.72 5.84
H -2.45 4.69 -0.96
H 2.48 -2.33 -5.98
H -2.51 -2.77 -3.70
C -1.95 4.31 1.08
S -1.14 2.43 -4.83
P 0.60 2.16 1.29
H -2.47 -0.53 -2.72
C 2.71 -2.16 2.43
C 0.36 1.29 5.24
C -3.94 0.36 3.89
H -2.54 2.65 -7.34
C 1.53 1.78 5.79
H 4.65 1.27 -5.17
C -1.90 -0.73 -3.64
C -1.08 -5.36 2.78
C 1.73 6.10 -0.79
H 2.02 6.99 -1.33
H 0.60 2.96 -1.30
K -0.20 -0.46 -0.43
F -1.04 -9.11 1.13
F 4.21 -0.42 3.06
O -1.00 1.54 -3.46
C -0.06 -6.96 1.38
C -1.57 -2.22 -3.70
H -4.00 -0.70 4.09
S 2.10 1.04 0.67
C 1.30 4.98 -1.47
C -4.60 2.28 -6.89
H -4.87 3.33 5.21
H -1.03 -2.51 -2.79
H -0.84 1.13 3.46
C 2.32 -1.56 -3.98
C 4.60 -6.64 0.68
C -3.30 0.83 2.77
F 0.98 -4.55 4.49
C -2.09 5.12 -0.03
C -4.43 2.62 4.52
C -0.91 1.51 0.88
C -1.04 -7.89 1.69
C 0.95 3.84 -0.78
F 5.21 -7.64 1.36
F -1.15 -4.10 3.23
C -2.05 -6.27 3.15
C 3.41 -4.56 -0.67
C 5.17 -6.18 -0.51
O 1.47 -2.51 -3.48
H -0.03 -0.08 -2.76
H -1.14 8.08 1.31
C 4.00 0.47 -4.83
H -3.75 4.15 3.19
C 1.03 3.80 0.61
C 1.68 -3.48 4.10
C -3.20 2.19 2.50
C -1.34 7.02 1.23
C 2.80 -5.02 0.49
H -3.47 1.97 -3.22
C 2.26 -2.70 5.09
C 3.44 -6.06 1.15
H 1.23 4.99 -2.56
C 3.61 -0.53 -5.71
F 2.07 -2.99 6.39
H 2.87 3.20 3.02
F 5.13 -4.63 -2.30
H -6.57 1.89 -6.17
C 2.72 -0.57 -3.09
H 2.11 6.96 1.14
F 2.99 -2.00 1.13
C -4.51 1.26 4.78
C -2.86 2.29 -5.25
C 0.08 1.52 3.90
F 2.92 -6.50 2.31
C -1.44 4.85 2.26
C 2.42 2.48 4.99
C -3.27 2.43 -6.57
H 3.34 2.86 5.42
C -5.53 2.00 -5.90
H -2.53 -0.45 -4.49
H -2.84 0.14 2.06
H 3.95 -0.52 -6.74
H -1.31 -3.30 -5.59
S -0.24 -3.34 -0.21
S -3.56 2.18 -0.50
C 2.15 2.70 3.65
C 2.78 -1.55 -5.29
C -2.04 -7.54 2.60
F 2.86 -3.52 -1.30
C 3.55 0.44 -3.52
Ge 1.08 -4.20 1.16
H -0.43 -1.77 -5.50
C 1.44 4.94 1.30
H 1.48 4.94 2.38
C -0.66 0.17 -3.62
H -1.24 4.20 3.11
C 3.08 -1.63 4.73
C 4.57 -5.12 -1.18
H 3.85 1.21 -2.82
F 0.88 -7.29 0.48
S 0.73 -3.58 -4.48
C 1.87 -3.21 2.76
H -4.92 2.39 -7.92
C 1.79 6.08 0.60
P -2.28 2.52 0.94
C -1.78 6.47 0.04
C -1.16 6.20 2.34

Record 3
C59H45FGeN2O4P3SbSe4Tl as an isolated structure at a distorted geometry, computed with the ωB97M-V functional and the def2-TZVPD basis.

**E_tot**: -15904.8029 Eh
**Lowest unoccupied orbital energy (alpha / beta)**: -5.3648 / -5.3400 eV
**Charge**: +1
**E_HOMO (alpha / beta)**: -9.912 / -10.116 eV
**Kohn-Sham gap (alpha / beta)**: 0.1671 / 0.1755 hartree

Atoms and positions in Å:
H 1.04 -6.81 -1.06
H -4.02 -0.06 -2.64
H -0.30 5.60 3.85
C -3.30 0.65 -3.02
C -6.49 1.10 -0.07
O -5.00 -1.66 0.73
C 2.89 4.86 -2.88
H -3.62 2.19 3.58
P 2.06 -1.50 0.61
C -3.04 -3.35 -1.57
H -4.82 3.37 -0.81
C 1.44 3.84 -0.71
H -2.67 -3.37 -0.56
C 2.54 -5.30 -0.88
H 3.45 -3.41 -3.74
H -0.32 1.82 6.27
H 3.82 -3.60 -0.59
C 1.41 -1.05 -2.39
C -3.96 -4.31 -1.97
H -2.32 2.87 -0.68
H -1.83 5.45 1.95
H 4.97 1.62 -1.82
C -4.07 -3.31 -4.15
H -2.07 2.34 1.70
Se -2.87 -1.42 6.54
N -2.77 1.00 -0.03
H 3.07 2.86 -3.49
C 2.67 3.50 -2.73
C -1.68 2.17 2.69
Se -1.34 -1.31 2.95
H -4.28 -5.07 -1.27
H 4.85 -2.31 1.16
P 0.95 1.99 1.55
C -2.82 2.73 -4.11
Se -0.26 -4.38 5.37
C 1.94 2.97 -1.67
H -2.76 1.87 5.88
H -0.75 3.19 -4.40
C 2.38 -2.95 3.02
C 2.48 -1.72 2.36
C 2.56 -1.70 -2.83
Tl -0.69 -0.37 0.62
C -0.52 4.33 0.73
H 1.27 -4.58 -4.03
C 4.95 0.75 -1.18
C 3.69 -0.88 0.04
H 1.24 1.89 4.37
C -3.74 1.81 -3.62
C 6.13 0.16 -0.75
C -1.93 0.40 -2.91
C 0.01 5.03 2.99
H 7.08 0.57 -1.07
C -0.31 2.06 2.89
C 3.53 -0.75 4.30
C 0.19 -1.69 -2.60
H 2.75 3.73 1.54
H 3.07 0.33 2.51
C 2.53 -2.95 -3.41
C 3.03 -0.62 3.02
C 1.80 -3.20 0.01
H 1.94 -3.80 2.53
O -6.97 -0.05 0.34
C 0.50 -3.69 0.09
C 3.48 -1.99 4.93
O -2.78 -1.59 0.71
C -3.17 -2.33 -3.75
H 3.52 -1.22 -2.74
C 2.38 5.73 -1.95
H -0.30 -3.05 0.46
C 4.88 -1.46 0.49
H -2.87 -1.57 -4.45
F 2.76 0.92 -3.45
H -4.80 2.00 -3.71
C 1.26 4.52 2.91
C -1.02 1.32 -3.41
C 1.68 3.73 1.78
Se 1.03 -0.77 6.65
H 2.53 6.80 -2.03
C -4.39 2.43 -0.51
Sb -0.74 -1.95 5.39
P -1.42 -1.08 -1.98
C 1.67 5.22 -0.88
C 1.32 -3.60 -3.58
C 0.74 3.61 0.59
C -3.93 -1.08 0.60
H 1.29 5.89 -0.13
C -5.00 1.26 -0.11
C 6.09 -0.95 0.07
C 3.73 0.22 -0.80
C 0.23 -4.99 -0.29
C -0.70 1.89 5.26
C -2.07 1.95 5.04
H 1.98 4.71 3.70
C 2.82 -4.00 -0.49
H -4.46 -3.29 -5.15
C -2.56 2.11 3.76
H -6.28 -0.75 0.55
C -0.89 4.93 1.88
N -3.06 2.24 -0.44
H 2.84 -4.03 4.80
C -1.47 2.48 -4.01
H 3.48 5.22 -3.72
C -4.47 -4.29 -3.26
H 0.04 1.12 -3.36
H -1.13 4.42 -0.16
H 3.98 0.09 4.80
C 0.17 -2.97 -3.16
H 3.33 -5.92 -1.26
H -3.17 3.64 -4.58
O -7.18 2.02 -0.44
C -3.93 0.38 0.18
C 2.89 -3.07 4.30
H -0.78 -5.37 -0.22
C 0.17 1.94 4.19
H 7.01 -1.42 0.40
H 3.87 -2.09 5.93
Ge 2.06 0.85 -1.75
H -5.18 -5.04 -3.57
C -2.65 -2.35 -2.45
H -0.78 -3.47 -3.29
C 1.25 -5.80 -0.77